Entry 1:
Formula: C44H39BrN10O6S2V
Source: the Open Molecules 2025 dataset
Level of theory: ωB97M-V/def2-TZVPD

Structure (XYZ):
```
103
Properties=species:S:1:pos:R:3:lowdin_spin:R:1
Br -1.592 -6.161 4.024 0.0000
V -0.875 -0.034 -0.583 2.7981
S -1.517 -3.871 -3.688 0.0003
S -5.137 -2.496 1.348 0.0023
O 6.813 -0.730 -3.978 0.0004
O 2.389 -0.925 0.412 0.0063
O 0.094 -0.975 1.466 0.0137
O 1.087 -0.507 -1.343 0.0250
O 7.003 -1.522 -1.817 -0.0001
O 0.385 -3.224 0.135 0.0019
N -2.793 -1.802 0.564 0.0197
N -1.463 -2.010 -1.906 0.0095
N -0.475 0.308 3.767 0.0002
N -2.644 1.026 0.222 0.0074
N -2.052 2.940 -3.491 0.0041
N -0.023 1.730 0.551 -0.0032
N -1.299 1.178 -2.408 0.0092
N -3.403 -0.854 2.629 0.0012
N -1.352 -0.916 5.413 0.0000
N 0.281 -1.879 -3.502 0.0030
C 4.640 -1.185 -1.208 0.0004
C 7.723 -1.278 -3.022 0.0000
C -3.982 1.044 0.122 0.0143
C -4.581 -3.073 -0.177 0.0001
C 1.364 2.080 0.816 -0.0001
C -0.522 -4.543 1.953 0.0001
C 2.302 3.405 -2.633 0.0001
C -1.329 0.412 5.793 0.0000
C -1.760 1.012 6.976 0.0000
C -1.629 2.382 7.093 0.0000
C -3.638 -1.631 1.537 0.0036
C 3.306 -0.247 -3.008 0.0011
C 4.305 2.838 -1.444 0.0001
C 5.709 -1.140 -2.059 -0.0001
C 1.539 2.987 -1.550 0.0004
C -0.927 2.421 1.151 0.0174
C -0.778 1.200 4.769 0.0000
C -0.712 -2.154 3.396 0.0000
C 3.686 3.341 -2.580 0.0001
C -2.013 2.285 -2.316 0.0125
C 5.599 -0.667 -3.357 0.0009
C -0.830 -2.451 -2.962 0.0053
C 3.542 2.403 -0.373 0.0000
C -1.122 -3.363 3.976 0.0001
C 2.152 2.486 -0.409 0.0000
C -3.453 2.808 1.395 0.0112
C -0.866 1.120 -3.713 0.0046
C -0.237 -2.144 2.092 0.0020
C -2.522 -2.859 -1.603 0.0027
C -1.073 3.156 6.063 0.0000
C -0.636 2.578 4.885 0.0000
C -2.307 2.112 0.990 0.0056
C -0.122 -3.351 1.384 0.0003
C 0.550 -4.401 -0.629 0.0001
C -1.028 -4.521 3.251 -0.0002
C -2.703 -3.903 -2.441 -0.0001
C -1.327 2.203 -4.395 0.0005
C -3.333 -2.602 -0.412 0.0020
C 3.412 -0.731 -1.712 -0.0007
C 4.410 -0.210 -3.865 -0.0001
C -4.531 2.122 0.828 0.0049
C 2.217 -0.739 -0.810 0.0075
C -0.844 -0.936 4.209 0.0000
C -2.788 4.163 -3.756 0.0003
H -0.260 0.308 -4.072 0.0002
H -3.482 3.692 2.014 0.0006
H 2.359 0.156 -3.341 0.0001
H 1.808 3.785 -3.520 0.0000
H -0.982 4.226 6.195 0.0000
H 8.127 -2.218 -3.404 0.0000
H -2.184 0.412 7.770 0.0000
H 1.867 1.226 1.275 -0.0003
H 0.458 3.036 -1.594 0.0003
H 1.033 -1.034 1.033 0.0011
H -0.462 -5.476 1.414 0.0000
H -4.209 -0.547 3.148 0.0001
H -0.196 3.175 4.096 0.0000
H 1.200 -5.117 -0.119 0.0001
H -0.082 0.469 2.852 0.0001
H -2.405 4.615 -4.667 0.0000
H -0.414 -4.869 -0.848 0.0000
H -3.850 3.958 -3.878 0.0001
H -0.655 3.268 1.786 0.0004
H -4.506 0.278 -0.435 0.0006
H 4.340 0.181 -4.871 0.0000
H 5.385 2.765 -1.400 0.0000
H -5.579 2.361 0.920 0.0001
H -1.212 2.511 -5.420 -0.0001
H 4.027 1.986 0.503 0.0000
H 1.026 -4.093 -1.557 0.0000
H 4.714 -1.545 -0.192 0.0001
H 0.803 -1.313 -2.823 0.0006
H 1.405 2.906 1.540 -0.0003
H -1.957 2.875 8.000 0.0000
H -1.505 -3.351 4.986 0.0000
H 4.281 3.668 -3.423 0.0000
H -2.652 4.862 -2.933 0.0001
H -2.747 -0.102 2.447 0.0000
H 8.523 -0.560 -2.831 0.0000
H -2.506 2.646 -1.428 0.0004
H -3.437 -4.687 -2.376 0.0001
H -5.197 -3.695 -0.805 0.0001
H 0.838 -2.465 -4.102 0.0001
```

Output
Molecular weight in g mol⁻¹: 998.842
E_HOMO (spin up / spin down) in eV: -7.0 / -7.7
Charge: 0
⟨S²⟩: 3.76
Spin multiplicity: 4
Relative energy (zero: lowest compared OMol25 entry of this formula, charge and spin) in kcal/mol: 0.00
LUMO energy (spin up / spin down) in eV: 0.3 / 0.3

Entry 2:
Formula: C35H65BrCl15F3O6S2
Source: the Open Molecules 2025 dataset
Level of theory: ωB97M-V/def2-TZVPD

Structure (XYZ):
```
127
Properties=species:S:1:pos:R:3:lowdin_charge:R:1
Br -1.062 -4.620 1.179 0.7619
Cl -9.094 10.995 -1.840 0.5318
Cl 1.657 1.819 -6.782 0.5313
Cl -0.043 4.507 -1.176 0.5739
Cl 8.696 1.035 0.977 0.5756
Cl 2.793 5.851 -2.488 0.5692
Cl -6.044 -5.548 -0.304 0.5532
Cl -6.905 8.826 -3.300 0.5366
Cl -5.354 3.171 -1.543 0.5482
Cl -2.369 -8.180 -0.517 0.5462
Cl -7.460 5.377 -0.044 0.5482
Cl -1.706 1.656 -7.337 0.5295
Cl 4.548 0.748 4.334 0.6505
Cl 10.142 2.407 3.727 0.5461
Cl -4.431 -4.130 2.305 0.5718
Cl -3.190 -6.444 -3.317 0.5654
S 0.779 -0.103 -1.131 0.6391
S 0.006 0.540 2.337 0.6943
F -0.050 -1.977 2.137 -0.0301
F 1.978 -3.685 1.105 -0.0469
F -1.376 0.837 1.704 -0.1137
O 0.609 1.184 -0.546 -0.2546
O -0.268 0.074 3.646 -0.2193
O -3.982 0.568 0.494 -0.0898
O 0.417 -0.292 -2.498 -0.2318
O 2.244 -0.644 -1.039 -0.1863
O 0.796 1.690 2.117 -0.2290
C -2.629 -1.491 0.670 -0.1974
C -0.733 -3.859 -0.587 -0.6700
C 2.446 -2.721 2.004 -0.2947
C 8.866 1.163 3.698 -0.6670
C 4.035 -0.796 3.521 -0.6345
C -8.808 9.292 -1.390 -0.6678
C -3.832 -8.392 -1.519 -0.6596
C 3.051 -0.880 0.192 -0.3085
C 0.568 -1.038 1.365 -0.2475
C 0.402 1.294 -5.626 -0.6686
C 0.204 -2.653 -0.732 -0.1737
C 3.429 1.741 0.097 -0.1616
C 2.751 -0.402 2.725 -0.1921
C 3.914 -2.050 -0.298 0.0013
C 2.183 -1.249 1.529 -0.1194
C 3.653 4.170 0.447 -0.0987
C -0.069 -1.272 -0.068 -0.3299
C -0.734 0.574 -6.302 -0.6623
C -5.800 3.212 0.188 -0.6532
C -3.561 -8.155 -2.982 -0.6427
C -7.223 3.659 0.389 -0.6488
C -0.216 -4.983 -1.500 -0.1373
C -1.573 -0.928 -0.280 -0.1502
C 5.565 2.721 1.188 -0.0989
C -7.370 8.884 -1.580 -0.6704
C -5.777 -6.271 1.307 -0.6501
C -5.822 -5.237 2.404 -0.6465
C -3.995 -0.855 0.415 -0.2347
C 9.019 0.222 2.530 -0.6482
C 0.077 5.985 -2.167 -0.6534
C 5.285 -1.441 2.930 -0.1215
C 1.161 5.872 -3.208 -0.6523
C 1.943 -3.173 3.374 0.0002
C 4.452 2.891 0.161 -0.3989
C 3.998 0.340 0.284 -0.1181
H 2.818 0.639 2.445 0.0682
H 1.238 -2.952 -0.668 0.0956
H 0.343 -5.719 -0.924 0.0619
H 5.550 -1.097 1.934 0.0597
H 3.522 -2.834 1.973 0.1013
H 4.735 -2.255 0.385 0.0845
H -4.448 -8.408 -3.561 0.0741
H -4.684 -1.193 1.188 0.1040
H -1.718 -3.572 -0.944 0.0775
H 0.466 -4.584 -2.253 0.0835
H 0.877 0.626 -4.910 0.0532
H -1.692 0.151 -0.354 0.0976
H 0.050 2.177 -5.098 0.0642
H 5.141 2.666 2.196 0.0538
H 6.169 1.824 1.034 0.0070
H 4.198 5.076 0.181 0.0668
H 4.587 0.304 1.196 0.0781
H -5.099 3.875 0.688 0.0746
H 2.995 1.796 -0.900 0.1141
H -2.722 -8.749 -3.336 0.0688
H -6.694 9.572 -1.079 0.0690
H 2.706 4.145 -0.093 0.0222
H 8.944 0.602 4.629 0.0739
H -0.883 6.117 -2.663 0.0725
H 0.060 -2.424 -1.792 0.1163
H 3.394 4.203 1.510 0.0863
H -2.757 -2.565 0.538 0.0369
H 10.019 -0.201 2.482 0.0682
H -9.076 9.190 -0.340 0.0720
H -1.402 0.172 -5.543 0.0708
H -2.373 -1.348 1.718 0.1076
H 4.339 -1.761 -1.256 0.1048
H 2.619 1.950 0.788 0.0830
H 1.049 4.960 -3.788 0.0602
H -1.039 -5.495 -1.996 0.0099
H 5.192 -2.528 2.921 0.0829
H -4.587 -7.702 -1.152 0.0084
H -6.564 -7.006 1.463 0.0755
H 3.743 -1.401 4.371 0.0814
H 1.995 -0.421 3.507 0.0873
H 0.971 -3.641 3.260 0.0571
H -4.811 -6.772 1.285 0.0570
H -5.667 2.203 0.574 0.0516
H -4.175 -9.415 -1.373 0.0751
H 7.906 1.671 3.668 0.0568
H 2.626 -3.933 3.756 0.0966
H 3.346 -2.963 -0.441 0.0848
H -6.732 -4.643 2.356 0.0691
H 4.909 3.033 -0.825 0.1347
H 1.118 6.728 -3.879 0.0727
H -9.473 8.677 -1.990 0.0677
H -0.371 -0.238 -6.927 0.0670
H -7.913 3.076 -0.215 0.0684
H 6.251 3.569 1.142 0.0841
H -4.394 -1.178 -0.554 0.1283
H 4.713 0.194 -0.532 0.1364
H 8.296 -0.586 2.623 0.0506
H -5.771 -5.734 3.371 0.0748
H -1.794 -1.308 -1.282 0.1317
H 1.853 -2.384 4.113 0.0824
H 6.117 -1.223 3.595 0.0577
H -7.228 7.884 -1.175 0.0123
H 0.255 6.824 -1.499 0.0681
H -7.491 3.558 1.439 0.0741
H -3.740 0.939 -0.367 0.0690
```

Output
Molecular weight in g mol⁻¹: 1314.726
E_HOMO in eV: -10.0
Charge: 0
LUMO energy in eV: 0.2

Entry 3:
Formula: C5H5NO
Source: the Open Molecules 2025 dataset
Level of theory: ωB97M-V/def2-TZVPD

Structure (XYZ):
```
12
Properties=species:S:1:pos:R:3:nbo_charge:R:1
O 0.000 0.770 -1.840 -0.6942
N -1.529 -0.689 2.448 -0.3117
C 1.252 -0.357 -0.076 -0.0889
C 0.041 0.394 -0.482 0.0543
C -1.414 -0.506 1.312 0.2822
C 2.253 -0.399 0.604 -0.1707
C -1.285 -0.283 -0.135 -0.5148
H -2.088 0.385 -0.469 0.2635
H 0.156 1.274 0.158 0.1948
H 3.048 -0.144 1.269 0.2437
H -1.354 -1.242 -0.658 0.2574
H 0.920 0.797 -2.132 0.4844
```

Output
Molecular weight in g mol⁻¹: 95.101
E_HOMO in eV: -10.5
Charge: 0
Relative energy (zero: lowest compared OMol25 entry of this formula, charge and spin) in kcal/mol: 65.27
LUMO energy in eV: 0.4